# 1
Formula: C6H10N3O5S
Source: the Open Molecules 2025 dataset
Level of theory: ωB97M-V/def2-TZVPD

Geometry as XYZ:
```
25
Properties=species:S:1:pos:R:3:mulliken_charge:R:1
C 0.88727 -1.36979 1.44085 -0.358
C -0.39287 -1.30643 0.74708 0.361
C 0.53233 -0.32753 -1.92117 -0.494
C 1.72747 -0.24442 -1.88424 0.297
C 1.78839 -0.45887 1.81571 -0.511
C -1.31157 -0.43166 0.23659 -0.436
N -2.03179 1.56338 -1.44599 -0.347
N -2.53012 -1.10494 -0.28529 1.061
N 1.87474 0.93660 1.33144 -0.161
O -2.56960 -2.28564 -0.33944 -0.599
O -3.43173 -0.36532 -0.68807 -0.703
O -2.64140 1.77516 1.08458 -0.549
O -0.26701 1.98024 0.16768 -0.734
O 2.86496 -0.18185 -1.20972 -0.436
S -1.65715 1.42813 0.08313 1.276
H 1.01450 -2.49619 1.82330 0.246
H -0.52823 -2.36887 0.56869 0.391
H -0.52201 -0.24888 -2.35601 0.406
H 2.56910 -0.76370 2.51365 0.410
H -2.97472 1.43182 -1.50232 0.267
H -1.48668 1.74650 -2.23570 0.245
H 2.41237 1.03810 0.47907 0.363
H 2.29308 1.54526 2.13627 0.424
H 0.96621 1.42618 0.88806 0.259
H 3.41449 -0.91729 -1.44814 0.322
```

Computed properties:
- Multiplicity: 3
- <S²>: 2.03
- HOMO (alpha / beta): -11.114 / -13.946 eV
- Total charge: +1
- Orbital gap (alpha / beta): 7.87 / 6.38 eV
- LUMO energy (alpha / beta): -3.24 / -7.57 eV

# 2
Formula: C6H10N3OS
Source: the Open Molecules 2025 dataset
Level of theory: ωB97M-V/def2-TZVPD

Geometry as XYZ:
```
21
Properties=species:S:1:pos:R:3:mulliken_charge:R:1
C -0.38852 -1.65304 -2.58598 -0.403
C -1.56613 -1.50996 -1.88207 -0.777
C 0.63263 -0.74063 -2.38408 -0.641
C -1.63600 -0.39575 -1.02398 -0.016
C 0.29727 0.62509 2.28491 0.720
C 0.51156 0.22400 -1.46189 0.836
N 0.55883 1.00012 3.53559 -0.433
N -0.43914 1.35748 1.51932 -0.181
N -0.63187 0.38078 -0.77503 -0.464
O 0.86925 -0.44873 1.83875 -0.351
S 1.96806 1.26577 -1.19519 -0.222
H -0.16646 -2.61556 -3.14586 0.327
H -2.46820 -2.03265 -1.98010 0.442
H 1.49898 -0.78567 -2.94027 0.264
H -2.63710 -0.07464 -0.58802 0.338
H -0.05377 1.58948 4.13106 0.276
H 0.95235 0.30234 4.08538 0.195
H -0.87291 2.23529 1.82212 0.228
H 1.56055 -0.58937 2.50884 0.300
H -0.65020 1.12688 0.57394 0.368
H 2.66082 0.73877 -2.33743 0.193
```

Computed properties:
- Multiplicity: 1
- HOMO: -11.986 eV
- Total charge: +1
- Orbital gap: 8.87 eV
- LUMO energy: -3.11 eV

# 3
Formula: C6H10N4
Source: the Open Molecules 2025 dataset
Level of theory: ωB97M-V/def2-TZVPD

Geometry as XYZ:
```
20
Properties=species:S:1:pos:R:3:mulliken_charge:R:1
C 2.09108 -1.15173 0.55931 -0.019
C -1.25644 1.71691 0.00278 0.022
C -1.48222 -0.58731 -0.09870 0.044
C 1.89598 0.30017 0.66832 -0.505
C 0.58656 -0.81770 -0.99861 -0.441
C 1.00483 0.67752 -0.57675 -0.131
N 1.41906 -1.72850 -0.41327 -0.398
N -1.96752 0.63245 0.23739 -0.091
N -0.01172 1.69295 -0.37696 -0.107
N -2.01670 -1.72975 0.11665 -0.312
H 2.75406 -1.63042 1.29174 0.419
H -1.67880 2.74805 0.04588 0.418
H 1.42587 0.45724 1.71822 0.311
H 2.75452 0.94258 0.72001 0.435
H 0.08590 -1.12061 -1.91437 0.541
H 1.53531 1.02641 -1.44692 0.458
H -3.03986 0.68238 0.44681 0.374
H 0.45987 2.63298 -0.40424 0.338
H -1.73393 -2.72980 -0.32691 0.357
H -2.82587 -2.01382 0.74964 0.288
```

Computed properties:
- Multiplicity: 1
- HOMO: -17.914 eV
- Total charge: +2
- Orbital gap: 8.93 eV
- LUMO energy: -8.99 eV

# 4
Formula: C6H10N4O
Source: the Open Molecules 2025 dataset
Level of theory: ωB97M-V/def2-TZVPD

Geometry as XYZ:
```
21
Properties=species:S:1:pos:R:3:mulliken_charge:R:1
C -0.33555 -1.67045 -0.54012 0.599
C 0.65704 -1.56558 0.32136 -0.455
C -0.90048 -0.41778 -1.37484 0.182
C 1.49177 -0.60409 0.97741 -0.720
C 0.80601 0.80799 1.42189 -0.356
C 0.46351 1.59986 0.18395 -0.874
N -0.78290 -0.71882 -2.60363 -0.624
N -0.94889 1.66212 -0.07170 -0.789
N -1.41203 0.69420 -0.89649 0.650
N -1.01331 -2.81932 -0.86433 -0.609
O -2.65315 1.11302 -1.45672 -0.493
H 1.91242 -1.05131 1.78675 0.444
H 2.21281 -0.20010 0.13162 0.225
H -0.13803 0.45987 2.13020 0.301
H 1.60655 1.31539 2.03367 0.303
H 0.74020 2.59859 0.41636 0.332
H 0.93521 1.25141 -0.71277 0.582
H -1.02988 0.11811 -3.12152 0.283
H -0.39014 -3.41040 -1.40064 0.274
H -1.79645 -2.55976 -1.45959 0.340
H -2.75643 2.02686 -1.11243 0.406
```

Computed properties:
- Multiplicity: 1
- HOMO (alpha / beta): -8.321 / -7.877 eV
- Orbital gap (alpha / beta): 7.92 / 7.77 eV
- LUMO energy (alpha / beta): -0.41 / -0.11 eV

# 5
Formula: C6H10N4O2
Source: the Open Molecules 2025 dataset
Level of theory: ωB97M-V/def2-TZVPD

Geometry as XYZ:
```
22
Properties=species:S:1:pos:R:3:mulliken_charge:R:1
C 2.02702 1.68579 0.28169 -0.043
C 0.45505 0.13616 0.39384 0.432
C 2.53318 -0.46313 -0.11136 0.516
C -1.79187 -1.64093 1.03190 -1.326
C -2.14087 1.06226 -1.45270 -0.694
C -1.63352 -0.26887 0.43587 0.921
N 0.74727 1.42123 0.51337 -0.441
N 2.95153 0.80925 -0.04187 -0.622
N 1.26401 -0.84212 0.10104 -0.583
N 3.42174 -1.41475 -0.42761 -0.353
O -2.04933 0.75043 1.25448 -0.569
O -2.02971 -0.21946 -0.86978 -0.342
H 2.33957 2.72336 0.33498 0.419
H -2.68951 -1.65316 1.65033 0.371
H -1.88345 -2.36782 0.23213 0.293
H -0.93665 -1.88992 1.65174 0.301
H -1.16653 1.56161 -1.48046 0.296
H -2.85538 1.68421 -0.90448 0.262
H -2.50409 0.89715 -2.46525 0.268
H 4.36112 -1.15587 -0.66641 0.247
H 3.09276 -2.35495 -0.55131 0.241
H -1.51235 1.53956 1.08986 0.404
```

Computed properties:
- Multiplicity: 1
- HOMO: -8.275 eV
- Orbital gap: 9.17 eV
- LUMO energy: 0.90 eV

# 6
Formula: C6H10N4O2S2
Source: the Open Molecules 2025 dataset
Level of theory: ωB97M-V/def2-TZVPD

Geometry as XYZ:
```
24
Properties=species:S:1:pos:R:3:mulliken_charge:R:1
C -1.62052 1.15617 -0.42745 -0.973
C 2.17467 -0.53422 1.62124 -0.318
C -0.78486 -0.07529 0.01751 0.816
C 0.71643 0.05376 -0.35239 0.040
C -2.44088 -0.68859 1.54999 -0.791
C 2.31794 0.66099 -1.93573 -0.776
N -2.54893 0.85366 -1.50782 -0.360
N 1.91055 -1.68299 0.83316 -0.341
N 1.39160 -1.58419 -0.23254 -0.120
N -2.47959 -0.28499 -1.93612 -0.054
O -1.07571 -0.42213 1.34425 -0.325
O 0.94648 0.40764 -1.59393 -0.348
S 1.46043 0.95560 1.02051 -0.179
S -1.49619 -1.34824 -1.29157 0.110
H -2.14006 1.49273 0.48192 0.502
H -0.88522 1.89983 -0.77205 0.373
H 1.60011 -0.61687 2.50367 0.347
H 3.28127 -0.43577 1.70728 0.367
H -2.69380 -1.68694 1.16845 0.311
H -3.06305 0.02593 0.97308 0.415
H -2.58959 -0.50964 2.61333 0.301
H 2.43132 0.99815 -2.96149 0.343
H 2.80958 -0.17832 -1.48408 0.376
H 2.77802 1.54372 -1.33923 0.283
```

Computed properties:
- Multiplicity: 1
- HOMO: -8.777 eV
- Orbital gap: 9.27 eV
- LUMO energy: 0.50 eV

# 7
Formula: C6H10N5O
Source: the Open Molecules 2025 dataset
Level of theory: ωB97M-V/def2-TZVPD

Geometry as XYZ:
```
22
Properties=species:S:1:pos:R:3:mulliken_charge:R:1
C 1.99036 1.41920 2.37383 -0.285
C 1.18071 0.99181 0.46703 0.082
C 0.93621 -0.06998 1.30975 0.223
C -1.00797 -0.63333 -0.60380 0.524
C 0.89262 1.00129 -0.99752 -0.149
C -0.75468 0.20267 -2.67705 -1.058
N 1.92578 1.91193 1.19609 -0.538
N 1.32049 0.22405 2.54400 0.011
N -0.54129 -1.25417 0.50886 0.241
N -0.30150 0.18656 -1.32040 0.103
N -1.39175 -1.95595 1.15825 -0.858
O -2.12416 -1.04765 -1.13843 -0.400
H 2.66692 1.90201 3.11453 0.382
H 0.70825 2.03634 -1.19170 0.384
H 1.74798 0.65735 -1.59272 0.333
H -0.83581 -0.79479 -3.08220 0.364
H -1.83335 0.55340 -2.81672 0.311
H -0.19450 0.83086 -3.28078 0.413
H 1.29186 -0.30614 3.30714 0.062
H -1.05774 -2.63768 1.87391 0.274
H -2.49433 -1.78782 -0.71278 0.363
H -2.12411 -1.42996 1.56071 0.218
```

Computed properties:
- Multiplicity: 1
- HOMO (alpha / beta): -12.800 / -12.800 eV
- Total charge: +1
- Orbital gap (alpha / beta): 8.35 / 8.35 eV
- LUMO energy (alpha / beta): -4.45 / -4.45 eV

# 8
Formula: C6H10NO
Source: the Open Molecules 2025 dataset
Level of theory: ωB97M-V/def2-TZVPD

Geometry as XYZ:
```
18
Properties=species:S:1:pos:R:3:mulliken_charge:R:1
O -1.18667 -0.33015 2.40355 -0.461
C 0.00563 -0.20234 2.43289 0.012
C 0.96466 -1.22334 1.84050 -0.451
C 1.05854 -1.10770 0.30592 -0.680
C -0.17289 -0.63271 -0.39621 -0.326
C -0.05234 0.29873 -1.33522 -0.180
N -1.13703 0.86056 -2.01571 -0.171
C -1.21181 2.21399 -2.20512 -0.620
H 0.48259 0.69560 2.88475 0.322
H 0.54119 -2.19209 2.12300 0.256
H 1.90891 -1.09737 2.37397 0.316
H 1.37795 -2.10090 -0.05426 0.297
H 1.95711 -0.57659 0.00867 0.340
H -1.05299 -1.24550 -0.25237 0.285
H 0.88617 0.81373 -1.49893 0.314
H -1.94488 0.27118 -1.88714 0.233
H -0.31231 2.80254 -2.26409 0.221
H -2.11183 2.75236 -2.46420 0.294
```

Computed properties:
- Multiplicity: 2
- <S²>: 0.76
- HOMO (alpha / beta): -6.271 / -8.785 eV
- Orbital gap (alpha / beta): 7.23 / 9.70 eV
- LUMO energy (alpha / beta): 0.96 / 0.92 eV

Computed values of ΔE to the lowest compared entry with this formula, charge and spin (unit: kcal/mol) for the preceding records, in sequence: 108.5, 0.0, 65.7, 179.4, 22.1, 79.2, 71.1, 0.0.
Computed values of E_tot (unit: eV) for the preceding records, in sequence: -31908.378, -23730.594, -12324.005, -14383.846, -16438.462, -38104.678, -15871.513, -9918.699.